336
Properties=species:S:1:pos:R:3 method="wB97M-V/def2-TZVPD" gap_ha=0.3025 e_homo_ev=-7.939 largest_force_ev_per_a=3.47 relative_energy_ev=0.0725
C 1.965 -6.446 -4.756
C 2.096 -6.015 -6.164
C 0.811 -5.637 -6.869
O 2.925 -4.888 -6.144
H 1.466 -7.394 -4.554
H 1.621 -5.661 -4.082
H 2.951 -6.721 -4.382
H 2.579 -6.786 -6.765
H 0.217 -5.083 -6.141
H 0.235 -6.441 -7.326
H 1.067 -4.937 -7.664
H 3.728 -5.086 -5.658
C 0.950 -4.048 0.677
C -0.528 -4.322 0.454
C -1.004 -5.641 0.927
O -1.362 -3.303 1.028
H 1.540 -4.678 0.010
H 1.175 -4.244 1.725
H 1.277 -3.013 0.579
H -0.752 -4.292 -0.613
H -0.844 -5.865 1.981
H -0.511 -6.433 0.363
H -2.072 -5.630 0.712
H -1.267 -2.558 0.430
C -6.492 -1.893 -2.145
C -5.132 -2.146 -2.932
C -4.041 -1.107 -2.727
O -4.735 -3.358 -2.294
H -6.312 -1.641 -1.100
H -7.120 -2.782 -2.209
H -7.059 -1.104 -2.639
H -5.261 -2.409 -3.982
H -3.150 -1.410 -3.278
H -3.817 -0.951 -1.671
H -4.325 -0.165 -3.195
H -4.604 -3.222 -1.353
C -5.320 -2.733 2.347
C -4.563 -3.766 1.511
C -5.493 -4.885 0.961
O -4.008 -3.091 0.383
H -4.610 -1.994 2.717
H -5.880 -3.159 3.179
H -6.061 -2.233 1.723
H -3.766 -4.207 2.109
H -6.152 -4.336 0.287
H -6.153 -5.380 1.673
H -4.922 -5.722 0.559
H -3.049 -3.079 0.433
C -0.768 8.097 0.221
C -1.015 6.779 0.970
C -1.410 7.032 2.429
O -2.081 6.091 0.306
H -1.634 8.758 0.191
H -0.350 7.955 -0.776
H 0.042 8.584 0.765
H -0.143 6.127 1.013
H -0.636 7.578 2.967
H -1.611 6.085 2.930
H -2.305 7.655 2.436
H -2.953 6.458 0.471
C -3.217 -4.606 -5.746
C -3.116 -5.613 -4.653
C -2.131 -5.227 -3.489
O -4.433 -5.801 -4.115
H -3.501 -3.661 -5.282
H -3.820 -4.997 -6.565
H -2.194 -4.487 -6.104
H -2.785 -6.530 -5.140
H -2.344 -4.240 -3.080
H -1.132 -5.167 -3.922
H -2.164 -5.926 -2.653
H -4.547 -5.261 -3.329
C -6.697 7.513 1.265
C -5.407 6.683 1.164
C -5.557 5.272 0.631
O -4.483 7.397 0.341
H -7.426 7.060 1.937
H -7.222 7.613 0.315
H -6.489 8.518 1.634
H -4.970 6.649 2.162
H -5.121 4.537 1.307
H -5.168 5.090 -0.371
H -6.610 5.031 0.487
H -4.274 8.241 0.748
C -2.800 -4.064 6.187
C -2.707 -3.575 4.709
C -1.785 -2.374 4.536
O -2.198 -4.645 3.903
H -3.616 -4.754 6.400
H -3.056 -3.253 6.869
H -1.820 -4.466 6.447
H -3.705 -3.279 4.386
H -1.892 -1.655 5.348
H -1.982 -1.872 3.589
H -0.745 -2.700 4.498
H -1.946 -4.335 3.031
C 0.374 3.288 -1.181
O 1.362 2.415 -1.734
C 1.471 2.634 -3.172
C 2.394 1.562 -3.852
N 3.682 1.430 -3.166
C 4.667 2.457 -3.442
C 5.701 2.476 -2.353
O 4.975 2.617 -1.138
C 5.872 2.709 -0.052
H 0.440 4.323 -1.516
H 0.305 3.285 -0.093
H -0.598 2.826 -1.348
H 1.951 3.609 -3.257
H 0.495 2.581 -3.655
H 2.506 1.843 -4.899
H 1.888 0.599 -3.785
H 3.537 1.506 -2.170
H 4.111 3.392 -3.383
H 5.125 2.340 -4.424
H 6.353 3.338 -2.490
H 6.332 1.592 -2.442
H 6.598 1.896 -0.030
H 5.288 2.612 0.864
H 6.379 3.666 -0.174
C 2.742 -1.479 -7.600
O 3.667 -1.145 -8.593
C 3.293 -1.276 -9.957
C 4.460 -0.628 -10.792
N 3.905 -0.358 -12.107
C 4.938 0.196 -12.949
C 4.624 0.232 -14.475
O 4.128 -1.027 -14.833
C 4.231 -1.386 -16.219
H 2.105 -0.607 -7.454
H 3.278 -1.641 -6.665
H 2.096 -2.337 -7.786
H 2.361 -0.759 -10.186
H 3.104 -2.315 -10.227
H 5.251 -1.378 -10.803
H 4.786 0.289 -10.302
H 3.702 -1.229 -12.575
H 5.756 -0.519 -13.021
H 5.384 1.137 -12.625
H 5.524 0.523 -15.017
H 3.880 0.950 -14.819
H 5.204 -1.874 -16.270
H 4.139 -0.531 -16.889
H 3.557 -2.193 -16.504
C 2.166 -2.349 -2.922
O 1.310 -1.840 -1.917
C -0.009 -1.658 -2.257
C -0.630 -0.515 -1.398
N -0.462 -0.828 0.033
C -0.933 0.260 0.901
C -2.458 0.558 0.931
O -2.767 1.580 1.884
C -2.470 2.874 1.456
H 2.272 -1.852 -3.886
H 1.943 -3.403 -3.089
H 3.180 -2.327 -2.522
H -0.290 -2.695 -2.075
H -0.108 -1.445 -3.322
H -1.658 -0.447 -1.755
H -0.062 0.369 -1.690
H 0.525 -1.008 0.149
H -0.449 1.164 0.531
H -0.571 0.006 1.897
H -2.926 -0.386 1.212
H -2.789 0.692 -0.098
H -1.411 3.128 1.412
H -2.934 3.540 2.183
H -3.059 3.137 0.577
C -0.472 0.668 -5.900
O -1.166 1.511 -5.044
C -1.852 2.596 -5.684
C -2.661 3.523 -4.779
N -1.696 4.188 -3.887
C -2.365 4.878 -2.788
C -3.487 5.917 -3.225
O -4.682 5.181 -3.393
C -5.832 5.972 -3.303
H -1.180 0.143 -6.542
H 0.078 -0.107 -5.366
H 0.249 1.181 -6.536
H -2.534 2.257 -6.463
H -1.041 3.108 -6.200
H -3.307 2.865 -4.198
H -3.212 4.201 -5.431
H -1.076 3.504 -3.477
H -1.536 5.370 -2.279
H -2.813 4.116 -2.150
H -3.189 6.401 -4.155
H -3.587 6.670 -2.443
H -5.749 6.759 -4.052
H -5.819 6.436 -2.317
H -6.812 5.512 -3.433
C 10.465 4.586 -2.354
O 9.878 3.287 -2.324
C 9.953 2.635 -1.102
C 9.426 1.167 -1.211
N 10.289 0.306 -2.031
C 9.773 -1.093 -2.094
C 8.389 -1.347 -2.744
O 7.375 -1.093 -1.799
C 6.029 -1.281 -2.231
H 9.881 5.137 -1.616
H 10.348 5.064 -3.327
H 11.508 4.580 -2.040
H 9.365 3.157 -0.347
H 10.989 2.594 -0.765
H 8.423 1.153 -1.636
H 9.309 0.770 -0.203
H 10.282 0.645 -2.983
H 9.882 -1.512 -1.094
H 10.539 -1.681 -2.599
H 8.250 -2.339 -3.175
H 8.372 -0.704 -3.624
H 5.688 -0.699 -3.088
H 5.450 -1.028 -1.344
H 5.822 -2.345 -2.352
C -0.700 1.017 4.835
O -0.875 0.625 6.191
C -0.068 1.309 7.124
C -0.532 0.986 8.594
N -0.185 -0.442 8.865
C -0.890 -0.950 10.107
C -0.545 -2.463 10.406
O -1.017 -3.136 9.236
C -0.715 -4.541 9.260
H -1.433 0.564 4.168
H 0.292 0.707 4.507
H -0.661 2.100 4.719
H -0.158 2.395 7.100
H 0.988 1.120 6.933
H -1.600 1.194 8.536
H -0.038 1.690 9.264
H -0.449 -1.084 8.131
H -1.958 -0.919 9.896
H -0.599 -0.362 10.978
H -0.920 -2.844 11.356
H 0.535 -2.519 10.540
H 0.365 -4.672 9.333
H -1.183 -5.091 8.444
H -1.169 -4.931 10.171
C 3.094 -4.169 8.172
O 3.671 -4.083 6.858
C 3.588 -2.820 6.206
C 4.136 -2.988 4.742
N 3.896 -1.772 3.923
C 2.562 -1.634 3.487
C 2.542 -0.506 2.450
O 3.129 -0.905 1.203
C 3.118 0.190 0.250
H 2.807 -5.219 8.221
H 2.165 -3.601 8.211
H 3.821 -3.937 8.951
H 4.063 -2.021 6.776
H 2.527 -2.580 6.133
H 3.733 -3.861 4.229
H 5.199 -3.223 4.779
H 4.461 -1.852 3.089
H 1.886 -1.339 4.289
H 2.218 -2.510 2.938
H 3.136 0.325 2.833
H 1.517 -0.171 2.294
H 3.718 -0.053 -0.627
H 3.573 1.129 0.565
H 2.099 0.421 -0.060
C -3.477 2.903 5.446
O -4.127 3.677 6.506
C -3.337 4.749 7.022
C -4.118 5.264 8.259
N -4.148 4.362 9.438
C -4.844 3.118 9.292
C -5.112 2.438 10.636
O -5.965 3.273 11.439
C -6.022 2.640 12.733
H -3.245 3.560 4.608
H -4.107 2.071 5.132
H -2.575 2.514 5.919
H -3.259 5.553 6.290
H -2.333 4.441 7.312
H -5.154 5.521 8.037
H -3.682 6.197 8.618
H -4.290 4.756 10.357
H -4.119 2.473 8.794
H -5.793 3.159 8.757
H -4.179 2.178 11.136
H -5.699 1.561 10.363
H -6.248 1.577 12.650
H -6.797 3.152 13.303
H -5.034 2.789 13.168
C -6.470 -0.032 4.447
O -6.819 0.040 3.039
C -6.059 0.926 2.273
C -6.688 1.163 0.882
N -8.039 1.671 0.947
C -8.664 1.840 -0.316
C -8.021 2.565 -1.497
O -6.898 1.815 -1.961
C -6.045 2.641 -2.730
H -7.080 -0.832 4.868
H -6.757 0.900 4.935
H -5.410 -0.207 4.629
H -5.061 0.495 2.199
H -5.967 1.912 2.729
H -6.569 0.270 0.268
H -6.048 1.935 0.455
H -8.524 1.059 1.589
H -9.638 2.325 -0.253
H -8.768 0.821 -0.688
H -7.730 3.558 -1.155
H -8.827 2.654 -2.225
H -6.572 3.238 -3.475
H -5.253 2.032 -3.167
H -5.611 3.427 -2.112
C 9.322 -3.044 2.075
O 8.361 -2.223 1.494
C 7.627 -1.519 2.447
C 6.329 -1.071 1.823
N 5.378 -2.123 1.407
C 5.827 -3.186 0.528
C 4.680 -4.151 0.050
O 5.144 -4.864 -1.089
C 4.179 -5.781 -1.499
H 8.877 -3.797 2.725
H 9.958 -2.517 2.787
H 9.914 -3.555 1.317
H 8.178 -0.611 2.691
H 7.420 -2.167 3.298
H 6.632 -0.518 0.934
H 5.759 -0.427 2.492
H 4.531 -1.662 1.107
H 6.440 -3.728 1.247
H 6.441 -2.811 -0.292
H 3.777 -3.574 -0.147
H 4.368 -4.787 0.878
H 4.239 -6.588 -0.770
H 4.442 -6.193 -2.474
H 3.233 -5.247 -1.582